C18H26NO4 | ωB97M-V/def2-TZVPD

For the gap between HOMO and LUMO, the calculation gives 8.94 eV. Its total charge is +1. The HOMO energy comes out at -11.648 eV.

Last column: natural (NBO) charge in e.
Atoms and positions in Å:
C 5.49712 -1.61311 0.46544  -0.63
C 4.56087 -1.08143 -0.58145  -0.01
C 4.73728 -1.33320 -1.93801  -0.21
C 3.84998 -0.78951 -2.86632  -0.19
C 2.77301 -0.00803 -2.46786  -0.25
C 2.56072 0.23400 -1.11052  -0.04
C 1.41735 1.08410 -0.62164  -0.42
C 0.01902 0.70562 -1.14535  -0.21
C -1.01986 1.61225 -0.44254  -0.42
C -1.56845 1.02543 0.85451  -0.23
N -0.65665 0.03610 1.50423  -0.50
C -0.18864 -1.06928 0.59958  -0.22
C -0.40857 -0.74823 -0.86986  -0.23
C 0.19584 -1.85299 -1.73123  -0.52
C 0.00266 -1.57172 -3.19117  0.45
O -0.95081 -0.98171 -3.59597  -0.52
C 3.46687 -0.29991 -0.19047  -0.19
H 5.60203 -0.86511 1.24573  0.22
H 6.49055 -1.77785 0.06474  0.23
H 5.12457 -2.53058 0.90760  0.23
H 5.56601 -1.93713 -2.26791  0.22
H 4.01344 -0.96546 -3.91981  0.22
H 2.09639 0.42391 -3.19159  0.21
H 1.61216 2.10351 -0.95492  0.24
H 1.45405 1.13172 0.46561  0.17
H -0.02920 0.95968 -2.19596  0.25
H -0.51757 2.54592 -0.20630  0.22
H -1.84732 1.85385 -1.10004  0.24
H -2.53530 0.55037 0.76257  0.23
H -1.70611 1.82831 1.56813  0.24
H 0.13800 0.48684 1.95163  0.43
H -1.18907 -0.39817 2.26228  0.46
H -0.74756 -1.96584 0.84754  0.23
H 0.85754 -1.29559 0.77819  0.23
H -1.48057 -0.78025 -1.05524  0.23
H -0.38098 -2.76333 -1.54584  0.25
H 1.22774 -2.08608 -1.49358  0.24
H 0.74555 -1.94245 -3.90904  0.13
H 3.32880 -0.09512 0.86527  0.19
C -6.16151 1.59259 2.96890  -0.10
C -4.95499 2.30878 2.39020  -0.10
O -3.89024 1.40889 2.73978  -0.52
C -4.41277 0.17294 2.90951  0.98
O -3.73836 -0.80602 3.00677  -0.61
O -5.75055 0.21456 2.91191  -0.47
H -7.06852 1.73644 2.38972  0.22
H -6.35036 1.85857 4.00888  0.20
H -5.00413 2.39336 1.30290  0.19
H -4.77949 3.29035 2.82097  0.22

***

C18H26NPtS3Sb | ωB97M-V/def2-TZVPD

For the gap between HOMO and LUMO (alpha / beta), the calculation gives 4.88 / 4.36 eV. Its total charge is +1. The HOMO energy (alpha / beta) comes out at -9.857 / -9.857 eV. As for the spin multiplicity: 2.

Last column: natural (NBO) charge in e.
Atoms and positions in Å:
Pt 0.16805 -0.05771 0.00080  0.92
C 3.58175 -0.26976 0.15616  -0.67
C 2.40495 0.49718 0.70858  0.00
C 1.89629 0.18238 2.00323  0.01
C 2.62361 -0.87132 2.78828  -0.66
C 0.80290 0.90760 2.53658  -0.02
C 0.22402 0.61562 3.89631  -0.66
C 0.22641 1.95835 1.79013  0.10
C -0.90809 2.76724 2.32121  -0.69
C 0.74119 2.28868 0.51056  0.00
C 0.15467 3.42736 -0.26339  -0.69
C 1.89632 1.61677 0.01074  -0.01
C 2.62363 2.18056 -1.17541  -0.67
H 4.52282 0.12482 0.54815  0.24
H 3.61561 -0.21214 -0.92777  0.24
H 3.53119 -1.32140 0.42941  0.23
H 2.58236 -1.84192 2.29023  0.24
H 2.24642 -0.99235 3.79605  0.24
H 3.67745 -0.59643 2.85986  0.25
H 0.44423 1.43214 4.58633  0.25
H 0.60425 -0.29806 4.33724  0.23
H -0.86125 0.52545 3.83103  0.25
H -1.83240 2.46495 1.81506  0.29
H -0.75728 3.82517 2.11298  0.25
H -1.04700 2.64369 3.38947  0.24
H 0.56228 4.37273 0.11053  0.24
H -0.92971 3.45956 -0.16788  0.28
H 0.37454 3.34802 -1.32275  0.26
H 2.16420 1.87899 -2.11918  0.27
H 3.66409 1.87024 -1.18028  0.24
H 2.59808 3.26759 -1.13293  0.25
S -3.16720 2.90730 -1.80646  -0.78
Sb -2.73627 0.69369 -1.99156  0.95
S -0.22622 0.67130 -2.20820  -0.47
S -2.13515 0.13452 0.38967  -0.50
C -0.70818 -2.36632 2.31998  -0.68
C -0.30378 -2.87779 1.00134  0.34
C -0.28398 -4.25476 0.61601  -0.24
C -0.00423 -4.28926 -0.70910  -0.23
C 0.15868 -2.93415 -1.14775  0.36
C 0.40838 -2.52554 -2.53719  -0.69
N 0.00012 -2.09734 -0.07656  -0.54
H -0.36494 -3.02816 3.11501  0.25
H -1.80189 -2.33178 2.36475  0.28
H -0.34940 -1.36023 2.48258  0.23
H -0.47863 -5.08028 1.28103  0.25
H 0.09210 -5.14948 -1.35104  0.25
H 0.77270 -3.37120 -3.11744  0.25
H 1.10821 -1.69630 -2.59504  0.26
H -0.52370 -2.17563 -2.99088  0.28

***

C18H27CoN2O6P2 | ωB97M-V/def2-TZVPD

For the gap between HOMO and LUMO (alpha / beta), the calculation gives 5.53 / 3.25 eV. Its total charge is +2. The HOMO energy (alpha / beta) comes out at -14.453 / -14.825 eV. As for the spin multiplicity: 5.

Last column: natural (NBO) charge in e.
Atoms and positions in Å:
Co 0.72314 0.05585 -0.62598  1.26
P 1.79537 0.80607 1.07956  0.86
C 2.11382 2.55833 0.43627  -0.75
C 1.72831 2.71007 -0.96969  0.28
N 0.87080 1.80830 -1.51650  -0.63
C 0.20380 2.06405 -2.64435  0.23
C 0.61277 3.09551 -3.44455  -0.23
C 1.60075 3.96958 -3.02141  -0.10
C 2.12674 3.82713 -1.74800  -0.22
C -0.92480 1.08423 -2.87122  -0.72
P -1.81845 0.52773 -1.30790  0.78
H 2.91507 4.48170 -1.38306  0.25
H 0.03670 3.18110 -4.36139  0.24
H 1.88510 4.76990 -3.69190  0.25
H -1.68007 1.56890 -3.47682  0.26
H -0.57634 0.17576 -3.34734  0.27
H 1.48094 3.05344 1.08545  0.29
H 3.10229 3.03580 0.74673  0.27
H -0.61459 3.29020 1.51363  0.47
O -0.33672 4.14262 1.23468  -0.93
H -0.01268 4.38031 2.14002  0.47
H -1.66827 1.06206 0.34344  0.41
O -1.46193 1.50014 1.32121  -1.06
H -2.24758 1.82121 1.87589  0.50
C -3.23460 1.69866 -1.15305  -0.91
H -3.66361 1.99131 -2.11910  0.26
H -3.95899 1.19472 -0.49698  0.26
H -2.79459 2.56427 -0.60437  0.27
C -2.45949 -1.15581 -1.60059  -0.95
H -2.87824 -1.52006 -0.63141  0.24
H -3.21863 -1.11839 -2.38973  0.26
H -1.59685 -1.80746 -1.89417  0.28
C 3.32456 0.00523 1.09866  -0.97
H 4.12750 0.60757 1.47009  0.26
H 3.09420 -0.83271 1.73157  0.25
H 3.47163 -0.35768 0.09873  0.27
C 1.08969 0.93321 2.74147  -0.96
H 1.17101 -0.10921 3.09487  0.25
H 1.64535 1.60031 3.42957  0.26
H 0.01707 1.21302 2.65870  0.30
O 2.54472 -2.69872 -0.45400  -0.57
C 1.30632 -2.64209 -0.45115  0.74
O 0.57909 -1.76104 -1.09643  -0.88
C 0.48145 -3.62452 0.36885  -0.03
C -0.79130 -3.25040 0.86563  -0.14
C -1.53412 -4.14518 1.62391  -0.14
C -0.99062 -5.41204 1.92656  0.00
C 0.28657 -5.79145 1.45005  -0.13
C 1.02909 -4.87119 0.71049  -0.16
N -1.76784 -6.33462 2.69285  0.46
O -2.91943 -5.99107 3.07056  -0.17
O -1.28740 -7.46541 2.94049  0.16
H -1.20625 -2.27443 0.65355  0.23
H -2.51331 -3.88183 1.98899  0.26
H 0.67064 -6.76365 1.70753  0.25
H 2.01581 -5.14751 0.35133  0.28

***

C18H27FN2O3S | ωB97M-V/def2-TZVPD

As for the structure (SMILES): CC[C@H](C)NC(=O)CN(C1CCCCC1)S(=O)(=O)c1ccc(F)cc1. For the gap between HOMO and LUMO, the calculation gives 9.78 eV. Its total charge is 0. The HOMO energy comes out at -9.179 eV.

Last column: natural (NBO) charge in e.
Atoms and positions in Å:
C -2.45983 4.06326 -1.35119  -0.60
C -1.70444 3.03217 -0.52224  -0.41
C -2.63643 2.03144 0.17057  -0.06
C -3.39299 2.64293 1.34635  -0.61
N -1.87063 0.88976 0.64328  -0.61
C -1.91241 -0.31601 0.05505  0.68
O -2.71709 -0.63544 -0.79543  -0.63
C -0.89955 -1.32656 0.61771  -0.31
N 0.48022 -1.00004 0.33558  -0.70
C 1.36341 -0.49194 1.38008  -0.03
C 2.61081 -1.37498 1.47627  -0.41
C 3.50795 -0.90357 2.61732  -0.40
C 3.90789 0.55410 2.41349  -0.40
C 2.66728 1.43524 2.30960  -0.39
C 1.77899 0.96471 1.16069  -0.43
S 0.78277 -0.60783 -1.26017  2.34
O 2.20385 -0.60161 -1.44888  -0.95
O 0.06858 0.57787 -1.64418  -0.95
C 0.09822 -2.02268 -2.11059  -0.36
C -1.02165 -1.88812 -2.90824  -0.13
C -1.52830 -3.00187 -3.55652  -0.28
C -0.88672 -4.21687 -3.38508  0.42
F -1.37341 -5.30412 -4.01120  -0.32
C 0.24288 -4.35788 -2.59359  -0.28
C 0.73768 -3.23816 -1.94954  -0.16
H -3.09483 4.68662 -0.72566  0.20
H -3.08238 3.56897 -2.09269  0.21
H -1.75682 4.70917 -1.87106  0.21
H -1.09766 3.54219 0.23150  0.19
H -1.03467 2.46578 -1.17245  0.24
H -3.34377 1.62645 -0.55937  0.23
H -4.03421 3.44896 1.00360  0.21
H -4.01370 1.89013 1.82610  0.22
H -2.69623 3.04222 2.08147  0.20
H -1.10960 1.09283 1.27301  0.39
H -1.13306 -2.29903 0.16835  0.23
H -1.03588 -1.40793 1.69881  0.23
H 0.81537 -0.56429 2.32945  0.20
H 3.14490 -1.31581 0.52845  0.23
H 2.30465 -2.41100 1.63646  0.21
H 4.39928 -1.53138 2.66565  0.21
H 2.97580 -1.00564 3.56708  0.19
H 4.53460 0.88868 3.24274  0.21
H 4.48682 0.64199 1.49276  0.20
H 2.10904 1.39021 3.24916  0.19
H 2.96002 2.47352 2.14397  0.21
H 0.89770 1.60454 1.07427  0.20
H 2.32368 1.03165 0.21952  0.23
H -1.49009 -0.92213 -2.99730  0.26
H -2.40493 -2.93951 -4.18066  0.24
H 0.71174 -5.32395 -2.49443  0.23
H 1.61718 -3.28704 -1.32787  0.24